Entry 1:
This record from the Open Molecules 2025 dataset describes C28H34O5S2Zr as an isolated structure at a distorted geometry. The level of theory is the ωB97M-V functional and the def2-TZVPD basis.

Its net charge is +2. The value obtained for the HOMO energy is -0.5197 Eh.

The geometry in XYZ format:
```
70
Properties=species:S:1:pos:R:3:forces:R:3
H -2.65153 2.81613 -3.92492 0.01 0.08 -0.04
O -1.28965 -0.31123 1.49141 -1.73 -2.87 -1.35
H 4.84834 0.71639 -0.30492 -1.05 -0.34 0.00
H -3.54181 -2.09193 2.86833 0.61 0.45 0.28
C -3.96536 2.63871 -1.42693 0.52 0.09 -0.86
O 0.79414 1.94809 0.30045 0.21 0.75 0.85
H -2.28201 1.85521 4.07518 0.26 0.53 0.16
O -1.04109 -1.28639 -1.35482 -1.22 -0.29 1.37
H 2.88778 -0.27231 -4.61157 0.00 0.17 -0.45
C 0.81113 2.55830 2.93595 0.35 0.33 0.41
C -1.93072 4.19645 -1.50730 0.26 -0.75 -0.04
C -1.93827 -1.48652 1.59053 0.88 1.47 -0.57
H -1.02799 1.33060 6.05875 0.01 -0.12 0.70
H -1.93809 -2.66483 3.38116 -0.13 0.73 0.10
H -4.29844 1.62145 -1.62524 -0.07 -0.06 0.06
H 2.65710 2.23886 4.05189 0.07 0.11 0.18
C 2.54607 -1.15633 -4.11071 -0.48 -0.22 -0.39
C 2.47224 -2.40013 -4.73128 -0.08 -0.58 0.43
C 2.00967 -3.49010 -3.98210 0.00 0.40 0.50
H 1.44243 1.80449 6.20521 -0.08 -0.19 -0.41
O 1.23831 -0.67376 0.18542 0.08 -0.19 -0.35
H 2.11305 -0.01990 -2.36121 0.43 -0.42 -0.17
C -2.32858 -4.71009 -1.21655 0.30 1.18 0.33
H -1.83592 -3.33641 -2.80428 0.35 0.12 0.79
Zr -0.50679 0.45901 -0.38846 -0.60 -0.86 1.37
H -2.31965 -0.85803 3.48625 -0.21 -0.20 0.74
H -4.11719 2.86914 -0.37954 -0.04 0.08 0.17
C -2.58000 -4.87679 0.16007 0.15 0.28 -0.70
H 1.95708 -4.48063 -4.39002 -0.19 -0.17 -0.46
C -0.48635 1.74564 5.23894 0.21 0.01 -0.04
C -1.21553 2.08466 4.13241 -0.14 0.19 -1.12
H 4.43701 -1.56330 -0.83957 -0.36 0.01 0.02
H -2.34618 4.91723 -2.24649 0.20 -0.62 0.44
C -0.55713 2.63408 3.01976 -0.92 -0.70 0.50
C 1.68037 -3.37420 -2.62443 -0.32 0.67 0.57
H 4.48258 0.82858 1.92120 -0.27 0.44 0.24
O -1.78017 1.73319 -0.90974 -0.13 0.93 -0.51
H 3.65441 3.01539 0.61718 -0.19 -0.25 0.08
C 3.52804 0.98231 1.39943 -0.04 -0.97 -0.35
C 1.82083 -2.11849 -1.99351 1.00 -0.05 -0.79
H -0.81732 4.21861 -1.59008 -0.79 0.03 0.09
H -2.24271 4.52491 -0.49753 0.23 -0.15 -0.49
C 3.16142 2.46065 1.43107 0.31 1.16 -0.29
H 2.73914 -2.53266 -5.77834 0.06 0.04 0.30
C -1.92981 -3.45243 -1.71045 -0.46 -1.14 -0.47
S 2.07827 -1.90673 -0.21382 -0.07 0.12 -0.36
C -2.12400 2.21821 -3.17924 -0.03 1.67 -0.19
C -2.16524 -2.46944 0.54108 1.49 -0.35 -0.56
H 2.80390 0.37628 1.95895 -0.04 0.17 -0.25
C -2.46420 2.75159 -1.78365 -0.01 -0.33 0.42
H -2.86638 -3.95769 2.03662 0.35 0.23 -0.95
H -2.42513 -5.56322 -1.88098 -0.02 0.21 -0.04
H -2.80563 -5.84081 0.56414 -0.21 -0.37 0.07
H 1.17333 -4.18753 -2.09520 0.78 -0.01 -0.07
C -2.47619 -1.79169 2.96472 0.04 -0.07 -0.91
H -2.48591 1.22137 -3.30227 0.01 -0.83 0.03
C -1.69665 -2.37212 -0.85301 0.11 0.93 0.53
H 3.09557 0.76122 -0.75242 0.23 0.15 0.06
C 3.79925 -1.16092 -0.04373 0.09 0.17 -0.23
S 1.37880 3.01883 1.29092 1.48 -1.60 0.16
C 2.15599 -1.02728 -2.80446 0.00 0.69 1.31
H 3.54329 2.94882 2.33824 -0.31 -0.07 -0.16
C 1.58040 2.25940 4.09146 -0.82 -0.27 -0.36
H 4.20691 -1.54370 0.89732 -0.32 -0.17 -0.05
C -2.55941 -3.79181 0.98364 -0.32 0.84 0.67
H -4.58344 3.31535 -2.04437 0.40 -0.19 0.29
H -1.04696 2.32786 -3.42249 -0.49 -0.25 0.30
C 3.81088 0.38472 -0.01968 0.19 0.17 0.25
C 0.89447 1.92820 5.26898 0.64 0.19 -0.40
H -1.13475 3.05946 2.21868 -0.22 -0.13 -0.41
```
Positions in Å, forces in eV/Å.

---

Entry 2:
This record from the Open Molecules 2025 dataset describes a 2-piece molecular cluster, C6H15NO overall at a distorted geometry. The level of theory is the ωB97M-V functional and the def2-TZVPD basis.

As for the energy above the lowest of the compared OMol25 structures with the same formula, charge and spin: 260.82 kJ/mol. Its net charge is +1. The value obtained for the HOMO energy (spin up / spin down) is -0.5530 / -0.5527 Eh. Its spin multiplicity is 2.

The geometry in XYZ format:
```
23
Properties=species:S:1:pos:R:3:forces:R:3
C -1.77430 -0.09058 0.98742 0.82 -1.89 2.77
H 2.00724 0.64929 -1.46236 -0.78 0.38 0.71
H -1.02013 2.26958 -0.18879 0.63 -0.93 1.79
C 0.43860 -0.19288 -0.27992 -0.96 -2.48 0.42
H 1.85240 2.68238 0.48074 -0.56 -0.27 -0.01
H -1.41660 -1.72288 -1.73123 -0.56 0.19 0.15
H -0.80874 -2.93630 -2.20028 0.60 -1.38 -1.43
H 2.50075 0.39990 0.12431 -1.49 0.72 0.13
H 0.57008 -2.51896 -0.38465 0.93 2.49 1.87
O -1.10378 -2.56502 -1.39584 -1.00 0.75 0.51
H 0.81910 2.84161 -0.94021 0.75 -1.10 0.44
C 0.88064 -1.58846 0.29459 -0.45 -0.95 -1.77
C 1.56727 0.74932 -0.42735 2.98 -0.48 -2.29
H -2.65523 0.37363 0.51593 0.93 0.68 -0.13
N -0.39709 0.46496 0.80740 -2.21 -0.25 -5.91
C -0.23400 1.91532 0.60314 -1.98 0.16 1.09
H -0.18250 -0.44967 -1.28769 0.97 1.36 2.56
H 1.95494 -1.46874 0.37442 0.09 -0.67 0.40
H -1.89499 -1.27174 0.73357 0.93 2.91 0.94
H -0.50187 2.31169 1.61791 0.54 0.58 -1.06
C 1.08451 2.13849 -0.09838 0.61 1.93 0.09
H 0.39729 -1.64693 1.26509 0.35 -0.63 0.17
H -1.78818 0.16535 2.12111 -1.11 -1.12 -1.43
```
Positions in Å, forces in eV/Å.

---

Entry 3:
This record from the Open Molecules 2025 dataset describes a 15-piece molecular cluster, C31H34Cl56N overall at a distorted geometry. The level of theory is the ωB97M-V functional and the def2-TZVPD basis.

Its net charge is +1. The value obtained for the HOMO energy is -0.3949 Eh.

The geometry in XYZ format:
```
122
Properties=species:S:1:pos:R:3:forces:R:3
H -3.08894 -1.43540 2.12122 -0.21 0.05 -0.60
C 1.07197 4.63017 0.44235 -0.16 0.75 0.58
C 5.85981 -8.14459 6.49885 0.02 -0.06 0.02
Cl -1.91052 8.82117 0.58743 -0.01 0.02 0.00
Cl 6.60885 5.59561 -4.68997 -0.04 -0.11 0.15
C 2.27776 -1.29799 1.14539 1.57 -0.08 1.97
Cl 4.06290 6.29648 -3.54231 -0.06 -0.04 0.06
H 1.03411 4.15859 2.56972 -0.33 0.04 0.09
C 4.35937 -3.40584 -2.89877 0.16 -0.27 -0.37
Cl -13.45568 -1.15321 -3.72504 0.04 0.01 0.00
C -3.77410 -7.24859 -0.91101 -0.11 -0.07 0.00
H 3.50011 1.42172 0.39352 0.75 0.26 -0.20
C -0.44459 2.88658 1.58939 -0.18 0.65 1.08
H 0.15295 2.03690 3.49173 0.01 -0.08 0.07
H -0.69322 2.50195 0.59522 0.12 -0.06 -0.08
Cl 5.48012 -3.61099 1.34214 0.02 -0.15 -0.09
C -0.84669 9.99564 -0.19880 -0.03 0.07 -0.01
Cl -11.65763 0.51065 -5.24480 0.01 -0.01 0.03
Cl 5.19488 -3.55590 4.21258 -0.03 0.03 -0.03
H -0.15983 0.85052 2.21305 0.29 0.02 0.15
C -5.21868 -2.20268 -0.25779 0.01 0.08 -0.03
H -0.17273 -1.09773 2.41499 0.19 0.02 -0.17
H -1.24471 3.58629 1.84383 -0.08 0.04 -0.20
C 2.45418 -0.00410 -0.75429 1.34 -0.38 0.42
Cl -8.84737 2.49748 -3.77756 -0.11 0.07 0.08
C 6.31756 -3.87894 2.88268 0.16 -0.07 0.09
C -0.15305 5.47020 0.04655 0.29 0.06 -0.70
H 1.96086 -1.45203 2.17431 -0.67 0.28 -0.13
Cl 4.75777 3.51175 -3.93694 -0.03 0.07 0.02
Cl -10.96901 -0.04617 0.80328 -0.01 -0.16 0.17
C -8.22427 2.20628 -2.15262 -0.07 0.00 0.00
Cl -4.92632 -5.91373 -0.99599 -0.14 -0.40 -0.08
Cl 5.88443 -4.24272 -2.62518 -0.09 0.05 0.08
Cl -3.50308 2.03528 -4.47105 -0.21 0.06 0.13
Cl 8.58566 -12.64867 9.68863 0.00 0.02 -0.04
Cl -4.62619 2.27908 -7.11535 0.03 -0.02 0.03
Cl -5.76131 -2.38852 1.41274 0.17 -0.07 -0.04
H 5.40324 0.33219 3.55993 1.25 0.05 -1.59
Cl 4.19222 5.20690 -6.20615 0.00 -0.02 0.01
C -2.21233 0.04252 3.35761 -0.90 0.29 -0.29
Cl 3.38890 -3.45100 -1.41004 0.07 0.04 0.01
Cl 7.07096 -7.50638 7.61395 -0.05 0.05 -0.06
C 4.68899 0.95764 3.02886 -0.74 -0.79 -0.26
Cl 4.51624 -8.85205 7.41444 -0.02 0.15 -0.10
Cl 7.69288 -2.77931 2.99643 -0.05 0.01 -0.01
H 2.61005 0.58659 2.93444 -0.38 1.27 -1.44
Cl 5.25266 -6.82420 5.48991 -0.13 -0.12 0.19
Cl -10.27852 0.93086 3.42830 0.01 -0.02 -0.02
Cl 8.28175 -12.78752 6.82183 0.00 0.02 0.00
C -0.97573 -1.55918 1.84395 -0.59 -0.42 -0.38
C -2.26892 -0.73245 2.00983 0.94 -0.19 1.42
Cl -6.43576 -2.87693 -1.34489 0.01 0.04 0.00
Cl -10.74882 -2.02735 -4.21492 0.01 0.03 0.01
C 3.70332 0.41775 0.02729 -0.98 -0.95 0.35
H -1.52301 -1.97209 -0.18579 0.28 -0.01 -0.02
Cl -4.98615 -0.49103 -0.62953 0.21 -0.13 0.15
Cl -7.64405 0.54081 -2.03069 -0.28 0.10 0.00
C 0.48540 2.02983 -4.59242 -0.03 0.11 -0.21
H -1.14580 -2.52192 2.33049 0.04 0.01 0.10
Cl -4.14913 -8.26828 0.47928 0.03 0.04 -0.03
C 3.65003 -0.55440 1.26391 -0.54 -0.32 1.61
H -2.44248 -0.03776 1.18817 -0.09 -0.09 -0.13
C 4.90566 5.15647 -4.59126 0.10 0.03 -0.12
H -1.11106 4.96631 0.15437 0.01 -0.08 0.13
Cl -2.13560 -6.59128 -0.73406 0.03 0.02 0.00
Cl -6.88719 3.32002 -1.82822 0.02 -0.04 -0.01
H -0.06181 -2.80844 0.32588 0.06 -0.01 -0.10
H -0.38554 0.14382 -0.44072 0.01 0.08 0.18
Cl 6.80055 -10.82891 8.33220 0.12 -0.38 0.37
C 8.33006 -11.70478 8.21843 0.01 -0.01 0.04
Cl 4.69532 -1.74038 -3.39571 -0.13 0.05 0.22
C -0.59896 -1.86055 0.38651 0.29 0.48 0.53
C 0.20230 -0.76398 -0.30523 -0.69 -0.53 0.08
C 3.58053 0.35586 2.47660 0.67 0.43 0.55
H -2.62762 1.85290 2.33747 -0.19 0.26 0.19
Cl -1.48934 10.39504 -1.79358 0.02 -0.03 0.03
Cl -0.75522 11.45722 0.78502 0.01 -0.05 -0.02
C -1.95672 1.53490 3.13584 0.95 -0.54 -0.01
C 7.27042 7.05595 -8.60784 0.01 0.04 -0.03
H 1.84041 5.33833 0.76088 0.17 -0.05 -0.15
C -4.54774 1.26567 -5.67276 -0.14 0.00 -0.04
C 0.86541 3.66215 1.61455 0.57 -0.81 -0.98
H 4.63478 0.26263 -0.50405 0.03 0.50 -0.20
Cl -3.88128 -0.31695 -6.09912 0.03 -0.01 0.00
Cl 9.65259 -10.54814 8.02092 -0.02 0.00 -0.01
Cl 8.62037 7.77079 -9.49153 -0.03 -0.01 0.02
Cl -0.54725 1.21267 -5.75868 0.26 -0.07 0.01
H -0.19619 6.44050 0.53970 -0.04 -0.18 0.26
Cl 7.67467 5.39328 -8.16226 0.00 0.02 -0.01
C -11.77998 -0.62617 -3.89838 -0.08 -0.05 0.01
H 2.04578 0.69743 -1.47488 -0.19 0.13 0.18
H 0.44349 -1.11307 -1.30736 0.29 0.05 0.00
H 4.52522 -1.18773 1.42111 -0.12 -0.16 -0.66
C -10.25702 -0.47722 2.36090 -0.05 0.03 0.08
Cl 6.95274 8.00421 -7.14900 0.02 0.03 -0.10
Cl 0.77082 9.29881 -0.37228 0.00 -0.01 0.00
Cl 6.87712 -5.54603 2.96317 0.04 0.20 -0.19
H -3.18542 -0.07901 3.83828 0.03 0.10 0.12
H -0.05328 5.69492 -1.01757 -0.13 0.14 -0.02
C -0.50487 1.78662 2.65953 -0.57 -0.01 -0.71
Cl -3.68418 -3.05988 -0.48269 -0.12 0.20 0.04
Cl -3.86434 -8.20554 -2.39005 0.03 0.04 0.03
N 1.49371 -0.33866 0.37470 -1.00 0.06 -2.74
H 1.48787 4.14313 -0.44025 -0.18 -0.33 0.02
Cl -11.25096 0.16210 -2.40558 -0.10 -0.08 -0.25
Cl 3.45077 -4.21591 -4.17203 0.01 0.03 0.01
H 2.30654 -2.30849 0.74858 -0.14 0.33 -0.81
Cl -8.58372 -1.00673 2.12061 -0.13 0.07 -0.07
Cl 0.86571 3.65290 -5.16188 0.00 -0.06 0.08
H 2.66461 -0.96467 -1.21735 -0.26 0.09 -0.36
H 4.80347 2.03518 2.96578 -0.65 0.19 1.85
Cl -9.50298 2.46502 -0.96245 0.17 0.21 0.01
Cl -6.16725 1.06158 -5.00092 0.26 -0.01 -0.15
Cl -0.35231 2.13418 -3.02860 0.01 0.02 0.14
H -2.11891 2.11568 4.04258 -0.30 0.08 -0.07
H 1.67423 2.91436 1.54219 0.12 0.09 0.17
Cl -11.18751 -1.78701 3.09194 0.03 0.02 -0.02
Cl 6.58757 -9.37988 5.46351 -0.05 0.21 -0.20
H 1.31039 0.57178 0.80189 0.12 -0.40 0.93
Cl 5.82897 7.05463 -9.62993 0.00 -0.01 0.02
Cl 1.98763 1.11709 -4.37444 0.02 -0.11 0.00
H -1.48676 -0.40242 4.04122 0.11 0.01 -0.04
```
Positions in Å, forces in eV/Å.

---

no.,DFT total energy (a.u.)
1,-2306.5501
2,-367.2189
3,-27026.5813